Molecular formula: C24H76N20O12
Method: DFT, wB97M-V/def2-TZVPD

* structure (SMILES): COC[C@H](C)N.COC[C@H](C)N.COC[C@H](C)N.COC[C@H](C)N.NC(N)=O.NC(N)=O.NC(N)=O.NC(N)=O.NC(N)=O.NC(N)=O.NC(N)=O.NC(N)=O
* E: -80499.558 eV
* Kohn-Sham gap: 9.164 eV
* HOMO: -8.989 eV
* largest force on an atom: 3.30 eV/A
* relative energy (zero: lowest compared OMol25 entry of this formula, charge and spin): 24.0 kcal/mol

```
! wB97M-V def2-TZVPD RIJCOSX def2/J DEFGRID3
* xyz 0 1
C -1.1847 1.4792 4.1464
O -0.4175 1.5702 5.3504
C -1.2594 1.7443 6.4686
C -0.5649 2.6619 7.4865
C 0.7196 2.0610 8.0514
N -1.3994 3.1200 8.5845
H -1.9067 0.6697 4.2340
H -0.5389 1.3144 3.2797
H -1.5189 2.4929 3.9028
H -2.1964 2.2494 6.2180
H -1.4658 0.8050 6.9919
H -0.2444 3.5095 6.8594
H 1.3121 1.8269 7.1637
H 0.4891 1.1414 8.5907
H 1.2742 2.7585 8.6764
H -2.2654 3.5846 8.3310
H -0.8809 3.8519 9.0585
C 7.2940 2.7164 -3.7079
O 6.7484 1.6026 -3.0202
C 5.3594 1.4853 -3.2932
C 4.8530 0.0872 -2.9808
C 5.7028 -1.0545 -3.5305
N 3.4380 -0.0689 -3.3662
H 8.2563 3.0488 -3.3187
H 6.5785 3.5356 -3.7794
H 7.5909 2.4364 -4.7269
H 4.8194 2.2242 -2.6908
H 5.1121 1.7824 -4.3229
H 4.8515 0.0674 -1.8868
H 5.4855 -2.0310 -3.1136
H 6.7511 -0.7480 -3.5332
H 5.5546 -1.1660 -4.6135
H 2.8727 0.3056 -2.6070
H 3.2095 0.5321 -4.1544
C 1.6085 2.2176 -4.6330
O 2.2982 1.8579 -5.8087
C 2.9990 2.9483 -6.4028
C 3.6299 2.5218 -7.6637
C 4.7667 1.4715 -7.5160
N 4.0881 3.5855 -8.5488
H 1.2207 1.2968 -4.2049
H 0.7570 2.8721 -4.8637
H 2.2740 2.8158 -4.0030
H 2.2548 3.7501 -6.4813
H 3.7750 3.3839 -5.7552
H 2.9034 1.9720 -8.2781
H 4.6787 1.0068 -6.5324
H 5.7930 1.7774 -7.7113
H 4.5582 0.7151 -8.2751
H 3.5068 4.4143 -8.5544
H 4.2124 3.3066 -9.5091
C 1.4093 -1.4565 1.6405
O 1.6946 -1.0897 2.9606
C 1.6235 -2.2045 3.8623
C 2.0055 -1.6562 5.2118
C 2.3418 -2.7817 6.2065
N 0.8570 -0.9544 5.8080
H 0.3431 -1.6892 1.5100
H 2.0181 -2.2426 1.1855
H 1.4711 -0.5967 0.9667
H 0.6610 -2.7295 3.8831
H 2.3176 -2.9285 3.4169
H 2.8977 -1.0295 5.1145
H 3.3472 -3.1449 5.9802
H 1.5990 -3.5831 6.2435
H 2.2663 -2.4565 7.2465
H 0.5028 -0.4224 5.0115
H 1.2009 -0.1854 6.3757
N 1.6968 -2.3667 -2.9900
C 2.2395 -3.5730 -3.2788
N 3.2736 -3.4682 -4.1791
O 1.9215 -4.6578 -2.7813
H 2.2818 -1.5532 -3.2545
H 0.8849 -2.2770 -2.4064
H 3.4574 -2.5722 -4.5907
H 3.7238 -4.2863 -4.5409
N -6.6305 -3.5307 0.3835
C -5.6824 -3.2091 -0.5169
N -5.6439 -3.9849 -1.6238
O -4.9056 -2.2622 -0.3474
H -7.3033 -4.2423 0.1679
H -6.5920 -3.1535 1.3164
H -5.0591 -3.6861 -2.3854
H -6.1771 -4.8175 -1.7857
N -3.5095 -2.5380 2.3759
C -4.5238 -2.5071 3.2867
N -5.5599 -1.7143 2.9288
O -4.5034 -3.2218 4.2902
H -3.7084 -2.2200 1.4427
H -2.7170 -3.1237 2.5576
H -6.3871 -1.7293 3.4969
H -5.4559 -0.9092 2.3039
N -0.7234 -0.1026 -1.0589
C -1.5141 0.3896 -0.1059
N -2.5651 -0.4095 0.1739
O -1.3440 1.4766 0.4784
H -0.8185 -1.0853 -1.3139
H 0.0748 0.3839 -1.4296
H -3.3209 -0.0603 0.7452
H -2.8217 -1.2628 -0.2941
N -6.6135 0.6418 -0.6876
C -6.9626 1.5652 -1.6092
N -8.0538 1.2824 -2.3486
O -6.2937 2.5832 -1.8293
H -5.8306 0.8406 -0.0875
H -7.1601 -0.1881 -0.5668
H -8.5872 0.4365 -2.3469
H -8.3275 2.0502 -2.9385
N -3.7240 2.6645 1.7779
C -4.8601 2.0074 2.0871
N -5.8417 2.8068 2.5974
O -5.0352 0.7885 1.9218
H -3.5926 3.5650 2.2007
H -2.9255 2.2489 1.3091
H -6.6251 2.3125 2.9829
H -5.8412 3.7869 2.3961
N 3.5609 1.8577 0.6379
C 2.4052 2.0330 -0.1332
N 1.3314 2.4115 0.6121
O 2.4035 1.9465 -1.3570
H 4.3572 1.3951 0.2463
H 3.4227 2.0424 1.6089
H 1.5203 2.5447 1.5819
H 0.4501 2.4120 0.1164
N -0.5463 -5.1068 -1.4180
C -1.3017 -4.0192 -1.1004
N -2.4315 -4.3480 -0.4288
O -0.9993 -2.8642 -1.4174
H 0.2839 -4.9241 -2.0137
H -0.9023 -6.0398 -1.3706
H -3.0113 -3.5884 -0.1023
H -2.6662 -5.2291 -0.0160
*
```

Mulliken population analysis, charges in e, atoms 1 to 8: number 1, C, carries -1.046; number 2, O, carries -0.246; number 3, C, carries -0.808; number 4, C, carries 0.583; number 5, C, carries -1.267; number 6, N, carries -0.716; number 7, H, carries 0.505; number 8, H, carries 0.200